{"formula": "C16H60N24O14", "method": "the ωB97M-V functional and the def2-TZVPD basis", "orbital_gap_ha": 0.361, "total_energy_ev": -82007.683, "de_lowest_kj_mol": 0.0, "charge": 0, "homo_ev": -9.491, "species": ["C", "C", "O", "H", "H", "H", "H", "H", "H", "C", "C", "O", "H", "H", "H", "H", "H", "H", "C", "O", "N", "N", "H", "H", "H", "H", "C", "O", "N", "N", "H", "H", "H", "H", "C", "O", "N", "N", "H", "H", "H", "H", "C", "O", "N", "N", "H", "H", "H", "H", "C", "O", "N", "N", "H", "H", "H", "H", "C", "O", "N", "N", "H", "H", "H", "H", "C", "O", "N", "N", "H", "H", "H", "H", "C", "O", "N", "N", "H", "H", "H", "H", "C", "O", "N", "N", "H", "H", "H", "H", "C", "O", "N", "N", "H", "H", "H", "H", "C", "O", "N", "N", "H", "H", "H", "H", "C", "O", "N", "N", "H", "H", "H", "H"], "coordinates": [[-4.77496, -2.58908, -3.66710], [-3.73703, -1.52554, -3.70698], [-2.77915, -1.67988, -4.73742], [-4.21437, -3.48271, -3.32103], [-5.10324, -2.79918, -4.65947], [-5.63602, -2.30193, -2.99148], [-3.25647, -1.31216, -2.79225], [-4.24476, -0.49567, -3.81723], [-1.95840, -1.89392, -4.28689], [-2.15906, -0.45153, 5.74768], [-2.25587, -0.18746, 4.25077], [-1.26165, -0.97227, 3.54036], [-1.88983, -1.49403, 5.97369], [-3.06447, -0.16322, 6.29291], [-1.32491, 0.17829, 6.10655], [-2.01876, 0.86062, 4.11737], [-3.20851, -0.44081, 3.81882], [-1.80553, -1.51285, 2.95245], [-2.63960, 3.14278, -1.75883], [-2.25328, 1.99764, -1.68126], [-3.89856, 3.53679, -1.56534], [-1.71011, 4.04370, -2.15141], [-4.11845, 4.47090, -1.73433], [-4.55440, 2.78905, -1.29037], [-0.92138, 3.56015, -2.53444], [-2.00164, 4.85711, -2.56210], [5.52021, 2.04130, -1.06525], [5.54960, 3.13416, -1.66466], [5.84431, 0.83494, -1.63851], [5.24760, 1.93260, 0.28047], [6.14096, 0.06422, -1.14298], [6.19754, 0.87109, -2.57919], [5.28956, 2.80713, 0.82177], [5.64214, 1.19113, 0.84087], [0.31373, 0.34659, 0.05567], [1.34104, -0.07150, 0.59541], [0.11176, 1.64231, -0.15168], [-0.71259, -0.47293, -0.30809], [-0.60379, 1.89919, -0.76254], [0.75345, 2.32067, 0.18895], [-0.51089, -1.45930, -0.36894], [-1.42664, -0.07628, -0.89840], [1.21281, -4.13558, -1.12753], [0.48286, -3.34678, -0.50628], [1.28910, -4.14406, -2.50063], [2.01647, -4.97942, -0.42840], [2.01313, -4.71998, -2.94942], [0.91262, -3.34881, -3.04323], [2.44544, -5.79317, -0.83356], [2.04526, -4.90868, 0.70967], [-5.06939, 0.73920, 0.22927], [-5.66709, 1.64352, -0.35560], [-5.54435, 0.14759, 1.43400], [-3.90669, 0.21517, -0.30471], [-6.43471, 0.44242, 1.73181], [-4.91910, -0.46737, 1.97404], [-3.07032, 0.00937, 0.29075], [-3.51594, 0.74496, -1.07700], [-3.25869, -2.96858, 1.06182], [-3.28319, -2.28858, 2.11028], [-2.27144, -3.86820, 0.75989], [-4.31624, -2.89115, 0.15130], [-1.99199, -4.06933, -0.17048], [-1.53428, -3.97458, 1.44182], [-4.76042, -2.02003, 0.03089], [-4.28136, -3.35932, -0.71312], [4.78241, -1.76242, 1.14802], [5.86289, -1.19872, 0.94776], [3.75250, -1.62873, 0.23124], [4.54773, -2.62434, 2.16611], [3.90509, -0.92055, -0.46760], [2.89885, -2.17187, 0.30322], [3.73930, -3.24111, 2.19510], [5.32532, -2.84140, 2.77140], [0.36573, -0.87365, -3.66583], [-0.17950, -1.96866, -3.59569], [1.37926, -0.48983, -2.78791], [-0.09856, 0.09379, -4.51147], [1.30746, 0.54872, -2.70855], [1.29710, -1.01140, -1.90244], [-0.94947, -0.09858, -4.96184], [0.40958, 0.95392, -4.74135], [0.39587, 5.02681, 1.04120], [0.94281, 4.07773, 0.42604], [0.31240, 5.04302, 2.42284], [-0.11158, 6.16607, 0.42675], [0.15166, 5.88797, 2.96766], [0.77175, 4.25652, 2.87813], [-0.95081, 6.53035, 0.84468], [-0.27994, 6.00103, -0.53613], [1.69118, 2.07225, 3.76414], [1.51990, 3.18564, 4.33769], [1.89545, 1.85991, 2.44866], [1.64027, 0.91335, 4.44943], [1.88158, 0.88198, 2.11959], [1.78744, 2.60226, 1.82623], [1.88002, 0.03545, 4.03581], [1.81375, 1.00719, 5.39162], [1.14652, -3.48450, 2.62021], [2.10112, -4.22766, 2.32342], [1.17275, -2.13896, 2.61363], [0.05767, -4.05453, 3.15836], [0.32661, -1.73818, 2.97815], [1.84288, -1.68613, 2.07566], [-0.54902, -3.49105, 3.69411], [0.06800, -5.03208, 3.47464], [2.49117, 2.75215, -3.39280], [1.37879, 2.46899, -3.82944], [3.63340, 2.66859, -4.17260], [2.65611, 3.35591, -2.18098], [3.57240, 2.49095, -5.15744], [4.47720, 3.06755, -3.80991], [3.55300, 3.51610, -1.69413], [1.88387, 3.42144, -1.62657]], "forces_ev_per_angstrom": [[0.346, -0.643, 1.511], [-1.157, 3.448, -1.134], [-0.512, -0.082, 0.101], [-0.853, 0.008, 0.040], [-0.514, -0.077, -0.680], [0.967, -0.518, -0.712], [0.777, -0.563, 1.485], [0.400, -1.271, -0.475], [0.727, -0.338, -0.076], [0.646, 0.203, 0.190], [1.005, -0.511, 0.395], [-0.454, 0.284, 0.340], [-0.334, 0.248, -0.155], [0.130, -0.077, -0.148], [-0.351, -0.355, 0.150], [-0.157, 0.264, -0.446], [-0.506, 0.067, 0.008], [-0.157, -0.275, -0.429], [-0.078, 0.897, -0.948], [0.053, -2.544, 0.560], [0.332, -1.753, 0.440], [0.820, -0.975, 1.198], [-0.838, 1.260, -0.064], [-0.250, 0.778, 0.044], [0.535, 0.223, -0.368], [-0.565, 2.287, -1.253], [1.483, 0.072, 0.636], [-0.682, -1.366, 0.334], [-0.798, 2.288, -1.967], [-0.017, 1.394, 0.733], [0.441, -1.769, 1.818], [-0.144, 0.225, -0.055], [-0.236, -0.496, -0.883], [-0.131, -0.655, -0.490], [0.053, -0.233, 0.497], [0.244, -0.706, 0.007], [0.635, -0.503, 0.304], [-0.250, -0.103, 0.014], [-1.351, 0.746, -0.858], [0.195, 0.284, 0.001], [0.087, -0.263, -0.130], [0.171, -0.167, -0.209], [0.221, 0.430, -0.060], [-0.072, 0.211, -0.244], [0.633, -0.575, -0.093], [0.246, -0.345, 3.088], [-0.653, 0.635, 0.503], [-0.147, -0.538, 0.639], [0.021, 0.177, -0.234], [-0.359, 0.040, -3.456], [-0.079, -0.246, 1.281], [-0.192, -0.663, 0.374], [2.469, 0.218, -2.308], [1.203, -0.476, 0.957], [-0.724, 0.281, 0.581], [-0.781, 0.380, -0.441], [-1.529, -0.123, -0.022], [-0.444, 0.360, -0.117], [-0.627, 0.254, -0.514], [0.180, -0.557, -0.955], [-0.632, 0.519, 1.224], [1.137, -0.473, 1.336], [0.000, -0.007, -0.748], [0.058, 0.162, -0.012], [-0.415, 1.161, 0.421], [0.454, -0.912, -0.878], [-0.349, -0.541, -1.694], [-0.181, 0.411, 0.492], [0.802, -0.355, 1.064], [0.227, 0.024, 0.525], [-0.445, -0.123, -0.034], [0.194, 0.458, -0.276], [0.001, 0.087, -0.072], [-0.112, 0.116, -0.223], [-0.171, 1.581, 0.542], [-0.261, -0.832, -0.125], [-0.822, 0.740, -0.422], [1.557, 0.181, 0.348], [0.556, -1.142, 0.374], [0.242, 0.471, -0.638], [-0.967, -0.373, -0.785], [-0.252, -0.510, 0.633], [0.651, -0.390, 1.256], [-0.764, 2.083, 0.752], [0.103, -0.287, -1.524], [0.095, -0.693, 0.303], [0.108, -0.477, -0.517], [-0.034, 0.305, 0.605], [0.013, 0.130, 0.380], [0.091, -0.142, -0.999], [-0.348, 1.513, 0.151], [0.373, -1.649, -1.335], [0.317, -1.327, 1.326], [-0.388, -0.535, -0.552], [-0.055, 1.191, -0.435], [-0.075, 1.145, -1.164], [0.119, -0.155, -0.186], [0.216, 0.060, 2.305], [1.728, -0.305, 0.894], [0.252, 0.330, -0.826], [-1.186, -2.341, 1.122], [-1.392, -1.555, 0.351], [-0.035, 1.220, -0.266], [0.841, 1.192, -1.128], [-0.802, 0.784, 0.497], [0.515, 0.884, -0.563], [1.357, 1.571, -0.602], [-0.479, -0.526, 0.062], [-0.614, -0.242, 0.835], [2.672, -0.466, -1.054], [-0.290, -0.087, 0.081], [0.296, 0.052, 0.149], [-0.481, -0.282, -0.962], [-2.504, 0.165, 1.685]], "lowdin_charge": [-0.0943, -0.3653, -0.0743, 0.0789, 0.0625, 0.0970, 0.0713, 0.1327, 0.0219, -0.0792, -0.2691, -0.1383, 0.0743, 0.0732, 0.0719, 0.1076, 0.0846, 0.0195, -0.6602, -0.0082, 0.2128, 0.1933, 0.0890, 0.0793, 0.0990, 0.0691, -0.6267, -0.0295, 0.1802, 0.1586, 0.0441, 0.1060, 0.1185, 0.0747, -0.6543, -0.0368, 0.2192, 0.2013, 0.0347, 0.0356, 0.0655, 0.0644, -0.6634, -0.0388, 0.1528, 0.1287, 0.1069, 0.0612, 0.0835, 0.1314, -0.5866, -0.0004, 0.1613, 0.1435, 0.0788, 0.0791, 0.1029, 0.0425, -0.5777, -0.0247, 0.1879, 0.1789, 0.0846, 0.0662, 0.0439, 0.0654, -0.6525, -0.0227, 0.1729, 0.1686, 0.0838, 0.0680, 0.0532, 0.1085, -0.6113, -0.0128, 0.1719, 0.1904, 0.0795, 0.0763, 0.0729, 0.0818, -0.5612, -0.0439, 0.1732, 0.1484, 0.1143, 0.0492, 0.0940, 0.0668, -0.6284, -0.0345, 0.1949, 0.1778, 0.0787, 0.0414, 0.0834, 0.0771, -0.6341, -0.0516, 0.2286, 0.1747, 0.0574, 0.0416, 0.0808, 0.1393, -0.6313, -0.0266, 0.1673, 0.2024, 0.0998, 0.0704, 0.0889, 0.0204]}